# C28H42N4O4S

A single C28H42N4O4S molecule (wB97M-V/def2-TZVPD, OMol25).

```
79
Properties=species:S:1:pos:R:3:lowdin_charge:R:1
C -0.258 -5.683 1.929 -0.057
C -0.564 -4.239 2.317 -0.188
N -0.522 -3.360 1.162 -0.034
C -1.676 -3.069 0.535 0.034
C -1.797 -2.304 -0.584 -0.027
C -3.195 -2.076 -1.073 -0.471
O -4.154 -2.519 -0.457 0.034
N -3.284 -1.372 -2.210 0.087
C -4.534 -0.909 -2.759 -0.173
C -4.705 0.597 -2.540 -0.146
C -4.860 0.947 -1.049 -0.185
N -4.072 2.122 -0.706 -0.171
C -4.619 2.915 0.377 -0.200
C -4.445 2.264 1.754 -0.175
C -2.962 2.014 2.009 -0.176
C -2.360 1.176 0.879 -0.356
C -0.855 1.012 1.060 -0.056
C -2.666 1.847 -0.472 -0.154
C -0.620 -1.730 -1.196 -0.330
O -0.620 -1.000 -2.188 0.034
C 0.635 -2.081 -0.511 -0.048
C 1.832 -1.589 -1.037 0.028
C 3.027 -1.868 -0.429 -0.251
S 4.550 -1.234 -1.137 0.681
O 5.558 -1.294 -0.112 -0.282
O 4.805 -1.919 -2.369 -0.277
N 4.088 0.322 -1.483 -0.264
C 4.465 0.884 -2.756 -0.069
C 3.971 1.162 -0.307 -0.356
C 2.830 2.171 -0.449 -0.139
C 2.642 2.924 0.864 -0.203
C 3.933 3.632 1.266 -0.205
C 5.079 2.631 1.386 -0.191
C 5.271 1.876 0.074 -0.148
C 3.067 -2.656 0.712 -0.028
C 1.904 -3.164 1.244 0.010
C 0.664 -2.885 0.648 -0.120
H -0.992 -6.039 1.210 0.082
H -0.298 -6.319 2.809 0.079
H 0.729 -5.766 1.482 0.072
H -1.568 -4.181 2.743 0.125
H 0.138 -3.881 3.073 0.117
H -2.585 -3.471 0.965 0.146
H -2.418 -1.004 -2.598 0.111
H -4.555 -1.135 -3.830 0.119
H -5.334 -1.460 -2.261 0.121
H -5.573 0.941 -3.101 0.108
H -3.832 1.117 -2.937 0.108
H -5.907 1.169 -0.838 0.123
H -4.587 0.073 -0.445 0.102
H -5.675 3.104 0.172 0.114
H -4.096 3.878 0.369 0.120
H -4.990 1.317 1.780 0.111
H -4.860 2.915 2.526 0.107
H -2.820 1.508 2.968 0.114
H -2.440 2.974 2.057 0.118
H -2.825 0.183 0.892 0.130
H -0.632 0.480 1.983 0.083
H -0.426 0.456 0.230 0.056
H -0.372 1.986 1.101 0.071
H -2.288 1.221 -1.282 0.111
H -2.138 2.806 -0.515 0.131
H 1.793 -0.981 -1.928 0.133
H 3.661 1.516 -3.134 0.093
H 5.393 1.461 -2.707 0.091
H 4.611 0.045 -3.432 0.080
H 3.719 0.463 0.500 0.141
H 1.913 1.648 -0.725 0.111
H 3.071 2.881 -1.242 0.119
H 1.837 3.655 0.757 0.109
H 2.355 2.219 1.647 0.113
H 3.791 4.150 2.217 0.108
H 4.185 4.381 0.512 0.115
H 4.858 1.918 2.183 0.117
H 6.002 3.152 1.650 0.111
H 5.548 2.582 -0.711 0.117
H 6.062 1.131 0.172 0.110
H 4.026 -2.854 1.167 0.119
H 1.967 -3.780 2.126 0.106
```

Frontier orbital gap, eV: 7.75
2S+1: 1
SMILES: CCn1cc(C(=O)NCCCN2CCC[C@H](C)C2)c(=O)c2cc(S(=O)(=O)N(C)C3CCCCC3)ccc21
Energy, Ha: -2010.37440
Highest occupied orbital energy, Ha: -0.292